(1)
Formula: C12H42O15
Source: OMol25
Level of theory: ωB97M-V/def2-TZVPD

Geometry as XYZ:
```
69
Properties=species:S:1:pos:R:3:forces:R:3:nbo_charge:R:1
O 1.2092 2.4420 4.3134 -0.07 -0.89 0.44 -0.752
O 3.9690 -0.3746 0.4640 -0.32 -0.68 -0.37 -0.966
O 0.2080 2.1473 1.9535 -0.92 -0.22 -0.98 -1.012
O -0.1726 3.3286 -1.2068 -0.26 -0.48 1.22 -0.741
O -4.1922 -3.1449 -3.8599 1.21 0.73 0.16 -0.732
O -1.3696 -3.2517 -1.5691 0.67 -0.22 1.08 -0.773
O 0.4047 -0.6608 1.1714 0.02 0.21 0.05 -1.044
O -2.5729 -0.4031 1.2457 0.93 1.16 -0.38 -0.763
O -1.3979 -2.9402 1.5268 -0.83 1.04 0.07 -0.779
O 0.3271 -1.2320 -1.4339 0.59 0.53 -0.09 -0.786
O 3.5034 4.7535 0.4872 -0.42 0.73 0.16 -0.725
O -2.0746 1.8821 0.1803 0.00 0.61 -0.47 -0.789
O 0.9611 0.0263 5.6479 0.82 1.10 -0.79 -0.736
O 4.0303 2.4480 -1.3975 0.71 -1.48 0.05 -0.748
O -0.0787 -1.9127 -4.2023 0.09 0.82 1.28 -0.748
C 0.9274 -0.9641 -3.7631 0.33 -1.40 -0.82 -0.089
C -2.1240 1.9889 -1.2472 -0.38 -1.63 0.70 -0.087
C -3.4172 -1.4907 1.0934 1.59 -2.08 0.65 -0.087
C 2.8118 2.7853 -0.7526 -0.32 -0.67 0.57 -0.102
C -2.3931 -3.8415 -2.3489 -0.74 -0.26 0.99 -0.074
C 1.4967 -0.0421 4.3050 1.33 0.13 1.53 -0.104
C 2.9838 3.4442 0.5945 2.14 -0.06 0.35 -0.084
C -3.1745 -2.7156 -2.8913 -1.46 0.88 -1.39 -0.089
C -0.7441 2.1365 -1.7906 -0.03 2.37 -0.01 -0.098
C 1.4245 -1.2641 -2.3469 -0.98 -0.76 -1.11 -0.093
C 2.0739 1.3312 3.9517 0.61 0.07 1.90 -0.086
C -2.7940 -2.6231 1.9513 1.23 -1.17 0.11 -0.094
H -0.2131 -2.0234 -1.6002 -0.33 -0.15 -0.26 0.518
H -1.5320 -3.1710 -0.5999 -0.22 -0.52 -0.68 0.516
H -2.4767 -2.0152 -3.3336 0.13 0.14 -0.34 0.192
H -3.6798 -2.1682 -2.0961 -0.12 -0.09 0.18 0.155
H 4.1497 0.5095 0.7907 -0.42 0.04 0.35 0.478
H -3.4654 -1.9102 0.0526 -0.29 0.76 0.65 0.160
H 0.1854 -2.3188 -5.0063 0.45 -0.47 -0.98 0.475
H 0.2735 -0.6062 5.6962 -1.08 -0.94 0.27 0.472
H 2.2716 3.4287 -1.4383 -0.38 0.00 0.18 0.210
H -3.0769 -4.4651 -1.7653 0.32 -0.20 0.23 0.171
H -0.8590 2.4195 -2.8363 0.36 -0.54 -0.31 0.180
H 1.8799 -2.2921 -2.2746 0.25 1.32 -0.13 0.186
H 1.7923 -0.9311 -4.4919 -0.82 -0.04 0.82 0.175
H -3.2806 -3.6047 1.8057 -0.15 0.61 0.14 0.188
H 2.2984 -0.8113 4.3478 -0.17 0.58 -0.43 0.177
H 2.0344 -0.3741 -2.2259 0.73 -0.37 1.03 0.192
H 2.2576 1.8754 -0.5037 -0.36 -0.08 -0.53 0.156
H -0.7616 -2.2769 1.8912 -0.71 -0.52 -0.47 0.500
H -2.7148 2.8450 -1.5304 -0.24 0.37 -0.11 0.179
H 4.1373 1.4588 -1.3993 -0.13 1.54 0.13 0.482
H -2.7099 -2.4196 3.0390 -0.55 0.24 -0.65 0.181
H 0.4566 -0.0024 -3.7346 -0.24 0.69 -0.07 0.178
H -1.9933 -4.4577 -3.1331 0.54 -0.15 -0.30 0.188
H 3.7229 2.8928 1.2421 -0.44 -0.24 -0.65 0.133
H 0.4176 -0.8475 0.2025 0.14 0.06 0.04 0.511
H -1.6174 -0.5968 1.1017 -0.48 -0.21 0.05 0.511
H 3.1089 -0.7189 0.7805 0.64 0.74 -0.01 0.489
H -2.6154 1.0587 -1.6127 0.26 0.56 -0.22 0.161
H -0.0661 1.3304 -1.6057 0.09 -0.92 -0.11 0.175
H 2.2509 1.3385 2.8887 0.14 0.34 -0.30 0.189
H 0.4181 2.6494 2.7443 0.32 0.06 0.68 0.504
H 3.0416 1.4734 4.5193 -0.89 -0.14 -0.71 0.177
H -4.0043 -2.6260 -4.6643 -0.31 -0.52 0.52 0.473
H -0.2472 3.1972 -0.2240 0.18 0.21 -1.13 0.485
H -0.7642 2.1152 1.9430 0.29 0.00 -0.43 0.499
H 2.0888 3.4369 1.1952 -0.56 0.43 -0.28 0.202
H 0.7901 -0.3596 3.5848 -1.08 -0.20 -0.60 0.184
H -2.4882 1.0372 0.3962 -0.07 -0.07 0.46 0.502
H 4.2577 4.7705 -0.1108 -0.06 -0.30 0.00 0.472
H -4.3488 -1.1576 1.5159 -0.70 -0.30 -0.24 0.201
H 0.6593 2.1743 5.0884 0.76 0.02 -0.72 0.498
H 0.5966 0.2907 1.2851 -0.31 -0.12 0.04 0.510
```
Positions in Å, forces in eV/Å.

Properties
SMILES: OCCO.OCCO.OCCO.OCCO.OCCO.OCCO.O.O.O
ΔE to the lowest compared entry with this formula, charge and spin in kcal per mole: 17.23
HOMO-LUMO gap in eV: 9.91
Lowest unoccupied orbital energy in eV: 0.3
DFT total energy in eV: -43834.823

***

(2)
Formula: C3H7N3O2
Source: OMol25
Level of theory: ωB97M-V/def2-TZVPD

Geometry as XYZ:
```
15
Properties=species:S:1:pos:R:3:forces:R:3:mulliken_spin:R:1
O 0.5842 -2.4944 3.4863 0.26 -0.44 0.50 -1.022
O 1.4635 0.4839 -0.7317 -1.17 -0.27 -0.75 0.739
N 0.4967 -0.2657 1.8755 0.09 -0.68 -0.78 0.695
N -0.4810 -0.6307 -0.2424 0.75 0.58 -1.37 0.638
N -1.2105 2.3327 -2.2122 1.40 -2.30 -0.27 0.047
C -0.3617 1.3072 -2.3771 -1.81 2.39 -3.21 0.013
C 0.2149 0.5352 -0.6904 2.14 0.21 3.20 -0.093
C -0.0310 -1.0531 0.9124 -0.41 0.14 1.77 -0.135
H 1.1301 -2.7693 4.2561 -0.22 0.05 -0.20 0.022
H 0.6201 1.6262 -2.7301 0.25 0.11 0.94 -0.005
H -0.6351 0.3625 -2.8642 -0.58 -0.14 0.52 -0.001
H -2.1903 2.0386 -2.3103 0.06 -0.15 0.34 -0.001
H 0.7257 -0.9189 2.6624 -0.01 0.74 -0.44 -0.009
H -0.2679 -2.0711 1.2211 -0.35 -0.12 -0.46 0.009
H -0.0577 1.5170 -0.2555 -0.40 -0.13 0.23 0.103
```
Positions in Å, forces in eV/Å.

Properties
<S²>: 1.797
ΔE to the lowest compared entry with this formula, charge and spin in kcal per mole: 233.19
HOMO-LUMO gap (alpha / beta) in eV: 8.28 / 6.81
Lowest unoccupied orbital energy (alpha / beta) in eV: -7.3 / -8.6
2S+1: 2
Charge: +1
DFT total energy in eV: -11771.940